Entry from the Open Molecules 2025 dataset: C16H40HgN2O6 as an isolated structure (ωB97M-V/def2-TZVPD).

Summary:
Highest occupied orbital energy: -6.86 eV
Multiplicity: 1
Kohn-Sham gap: 7.2 eV

Atoms and positions in Å:
Hg  -22.12758  -21.31450  -19.13735
C  -23.76358  -23.15497  -15.50760
C  -23.16596  -22.57346  -16.75250
O  -22.70049  -23.30758  -17.59821
O  -23.13344  -21.35346  -16.98364
H  -24.78908  -22.80929  -15.37741
H  -23.30344  -22.91751  -14.54844
H  -23.87877  -24.23541  -15.59408
C  -19.34144  -20.06008  -16.38520
C  -18.93787  -21.00696  -17.52207
C  -18.40171  -22.36112  -17.01990
O  -19.88839  -20.97664  -18.57481
H  -19.37603  -19.02667  -16.73014
H  -18.72417  -20.12698  -15.48931
H  -20.36790  -20.31002  -16.11683
H  -18.04758  -20.53488  -17.93756
H  -19.17614  -22.87056  -16.44648
H  -17.59353  -22.22274  -16.30169
H  -18.14343  -22.98983  -17.87202
C  -19.52645  -24.09139  -20.49456
C  -20.79512  -23.72390  -21.34796
C  -21.51352  -24.77075  -22.19863
O  -21.68913  -23.19133  -20.36616
H  -18.83735  -23.26156  -20.33765
H  -18.99744  -24.85952  -21.05867
H  -19.69646  -24.65222  -19.57550
H  -20.50361  -22.90826  -22.00969
H  -22.56923  -24.52629  -22.31623
H  -21.44578  -25.73480  -21.69452
H  -21.11079  -24.86540  -23.20708
H  -22.23871  -23.90845  -20.04165
C  -22.06563  -16.91157  -17.39061
C  -22.90089  -17.99732  -18.06244
C  -24.12997  -17.28209  -18.74857
O  -25.11196  -18.28906  -19.09436
C  -26.16188  -17.95764  -19.96290
N  -22.16253  -18.87572  -19.04049
H  -21.69762  -16.24559  -18.17107
H  -21.23554  -17.21782  -16.75401
H  -22.61093  -16.36075  -16.62423
H  -23.19525  -18.66220  -17.25042
H  -23.80849  -16.75225  -19.64526
H  -24.56777  -16.64469  -17.98036
H  -25.68965  -17.51165  -20.83822
H  -26.88917  -17.28757  -19.50449
H  -26.75091  -18.80218  -20.32053
H  -22.03184  -18.31942  -19.87328
H  -21.24556  -18.89892  -18.61772
C  -25.68503  -21.37300  -21.73839
C  -24.20963  -21.45433  -21.23215
C  -23.27640  -20.53336  -22.00650
O  -21.99327  -20.49539  -21.32226
C  -20.82828  -20.18433  -22.06216
N  -24.32093  -21.03984  -19.84614
H  -26.42816  -21.83973  -21.09184
H  -25.77476  -22.05372  -22.58495
H  -25.96202  -20.34105  -21.95394
H  -23.89820  -22.49723  -21.29097
H  -23.68010  -19.52101  -21.98986
H  -23.14626  -20.99945  -22.98319
H  -19.85616  -20.34008  -21.59435
H  -20.93071  -19.18573  -22.48690
H  -20.77700  -20.84685  -22.92619
H  -24.54564  -20.05559  -19.81696
H  -25.22666  -21.33904  -19.51413

Atomic partial charges in e from the Mulliken method, atoms 1 to 4: 2.81 -1.27 0.85 -0.64

Entry from the Open Molecules 2025 dataset: a 3-piece molecular cluster, C16H40N2O10P2 overall (ωB97M-V/def2-TZVPD).

Summary:
SMILES: CCCP(CC)(CCOC=O)(ON=O)P(=N)(O)O.COCCOC.COCCOC
Highest occupied orbital energy: -8.80 eV
Multiplicity: 1
Kohn-Sham gap: 8.8 eV

Atoms and positions in Å:
C  2.18861  -3.25206  1.63154
C  2.79354  -2.62996  0.33149
C  2.25802  -1.20550  0.00893
P  2.74554  0.22842  1.07918
C  2.82909  0.32200  2.96338
C  1.69592  1.12501  3.66863
C  3.16613  1.82850  0.16495
C  2.83615  3.10805  0.98147
O  3.68701  4.16539  0.44191
C  4.58599  4.57283  1.38494
O  5.68291  4.84522  1.11483
O  1.02689  0.65908  1.24553
N  0.43193  1.17817  0.14201
O  -0.73632  1.25628  0.32075
P  4.93349  -0.26856  1.11349
N  5.30403  -1.47808  2.04827
O  5.55156  -0.50605  -0.42078
O  5.85968  0.97177  1.71924
H  2.29456  -2.60320  2.51396
H  2.81120  -4.14705  1.83715
H  1.16869  -3.63422  1.47218
H  2.38042  -3.27617  -0.47457
H  3.88156  -2.76208  0.25837
H  1.16378  -1.32971  -0.07950
H  2.58964  -0.97302  -1.02995
H  2.81976  -0.68449  3.42061
H  3.78514  0.76599  3.30066
H  0.75270  0.56701  3.77137
H  1.53730  2.13741  3.26955
H  2.03998  1.28136  4.71504
H  2.72854  1.84496  -0.85078
H  4.25086  1.90037  -0.03822
H  3.16036  2.95134  2.02205
H  1.78346  3.41149  0.88134
H  4.28430  4.69690  2.44982
H  4.44969  -1.85841  2.45060
H  4.81534  -0.71180  -1.01601
H  6.44302  1.32796  1.02575
C  -3.03570  -3.75569  -2.69114
O  -3.75476  -3.99129  -1.49162
C  -2.95868  -4.59483  -0.48176
C  -2.51135  -3.58056  0.55292
O  -1.61027  -2.63154  -0.00339
C  -2.23193  -1.38910  -0.29662
H  -3.63712  -3.10139  -3.32192
H  -2.07570  -3.27003  -2.50007
H  -2.86998  -4.69926  -3.22154
H  -2.09596  -5.10792  -0.91928
H  -3.58211  -5.34780  0.01073
H  -1.97489  -4.10373  1.35127
H  -3.37490  -3.08011  1.00257
H  -2.41961  -0.83643  0.62961
H  -3.16998  -1.52022  -0.84231
H  -1.55107  -0.80641  -0.91542
C  -6.48079  2.81773  -2.06612
O  -5.32943  3.20145  -1.33344
C  -4.55902  2.08837  -0.89842
C  -3.33952  1.87738  -1.77392
O  -3.70735  1.48139  -3.09078
C  -3.63527  2.54533  -4.02373
H  -6.88701  3.70784  -2.54668
H  -6.24399  2.08147  -2.83799
H  -7.23810  2.40826  -1.38940
H  -5.17103  1.18100  -0.86206
H  -4.22529  2.30922  0.12046
H  -2.73943  1.06845  -1.35260
H  -2.71668  2.77730  -1.79736
H  -2.58940  2.76845  -4.26129
H  -4.12517  3.44807  -3.65053
H  -4.13897  2.22946  -4.93738

Atomic partial charges in e from the Mulliken method, atoms 1 to 4: -0.99 -0.66 -0.43 1.19

Entry from the Open Molecules 2025 dataset: a 5-piece molecular cluster, C16H40N5O6P overall (ωB97M-V/def2-TZVPD).

Summary:
SMILES: CO[C@@H](CN)P(C)O.CNC(C)=O.CNC(C)=O.CNC(C)=O.CNC(C)=O
Highest occupied orbital energy: -7.48 eV
Multiplicity: 1
Kohn-Sham gap: 8.1 eV

Atoms and positions in Å:
C  -4.01239  -2.53851  -0.58020
O  -3.26634  -1.63134  -1.45217
C  -4.09834  -0.61491  -2.09644
C  -3.47764  0.85868  -1.65031
N  -2.03393  0.60917  -1.26636
P  -3.86705  -0.79702  -3.98571
C  -5.45381  -0.17015  -4.92525
O  -3.81937  -2.51836  -4.41033
H  -3.57489  -2.40314  0.51352
H  -5.16622  -2.37073  -0.52636
H  -3.83050  -3.64036  -0.93793
H  -5.23704  -0.64234  -1.84172
H  -3.50554  1.53070  -2.63346
H  -4.07472  1.36559  -0.76737
H  -1.88790  0.59382  -0.23056
H  -1.38226  1.32772  -1.65180
H  -5.48316  1.00048  -5.02959
H  -6.39395  -0.55876  -4.33727
H  -5.40573  -0.72787  -5.97893
H  -2.86992  -2.84178  -4.44988
C  0.99569  -1.63897  -2.76108
N  0.65321  -0.26480  -3.04219
C  1.43277  0.70340  -3.60377
C  2.83855  0.34094  -3.99799
O  0.97776  1.83219  -3.77278
H  0.29703  -2.27981  -3.30500
H  0.87285  -1.80549  -1.68774
H  2.01732  -1.88232  -3.05344
H  -0.27792  0.05697  -2.80500
H  3.33160  1.21606  -4.43022
H  3.40459  0.02487  -3.11788
H  2.82391  -0.45350  -4.74863
C  4.29030  0.70557  2.07969
N  3.64572  0.32490  0.84507
C  4.15030  -0.42517  -0.17636
C  5.55570  -0.94560  -0.04600
O  3.45771  -0.65582  -1.16473
H  3.68978  0.32019  2.90765
H  4.30905  1.79741  2.12890
H  5.30694  0.31945  2.15565
H  2.69565  0.63741  0.68230
H  5.81308  -1.52367  -0.93782
H  6.25734  -0.11180  0.03980
H  5.63288  -1.60131  0.82515
C  8.94759  3.23318  5.29044
N  7.61520  3.29222  4.73734
C  7.22504  3.08482  3.44688
C  8.28339  2.74844  2.43212
O  6.03724  3.17574  3.14581
H  8.95415  2.47391  6.07665
H  9.17424  4.20729  5.73160
H  9.69996  2.98837  4.54049
H  6.84594  3.51361  5.35864
H  7.81704  2.61260  1.45241
H  9.00649  3.56506  2.36045
H  8.78461  1.81720  2.70848
C  -7.41915  -1.26366  4.15558
N  -6.86333  -1.11130  2.83175
C  -7.46386  -1.34681  1.62992
C  -8.88887  -1.82884  1.63236
O  -6.83847  -1.16337  0.58828
H  -7.37071  -0.29342  4.65653
H  -6.80014  -1.97998  4.70202
H  -8.45149  -1.61343  4.13672
H  -5.90619  -0.78983  2.74608
H  -9.22604  -1.97067  0.60185
H  -8.95922  -2.78689  2.15397
H  -9.53454  -1.08621  2.10821

Atomic partial charges in e from the Mulliken method, atoms 1 to 4: -0.53 -0.33 0.34 -0.67

Entry from the Open Molecules 2025 dataset: a 9-piece molecular cluster, C16H40N8O17S overall (ωB97M-V/def2-TZVPD).

Summary:
Highest occupied orbital energy (alpha / beta): -1.53 / -4.56 eV
Multiplicity: 2
Charge: -1
Kohn-Sham gap (alpha / beta): 2.6 / 5.7 eV

Atoms and positions in Å:
C  -2.54500  6.24970  -1.88002
N  -1.34277  5.44593  -1.75827
O  -1.52511  4.23451  -1.49508
O  -0.32560  6.09589  -2.00743
H  -2.33642  6.83409  -2.77618
H  -2.65366  6.84859  -0.97580
H  -3.40513  5.61950  -2.10609
C  2.27841  3.99597  -2.89509
N  3.66311  4.40795  -3.26903
O  4.14277  5.24544  -2.47859
O  4.09524  4.05553  -4.40216
H  1.73480  4.93746  -2.97373
H  2.39037  3.74612  -1.84004
H  1.85176  3.10273  -3.35139
C  1.34816  -0.62488  -5.93088
N  2.60121  -1.17810  -5.38774
O  2.92267  -0.92828  -4.19308
O  3.39061  -1.72570  -6.23914
H  1.23544  0.43537  -5.70450
H  0.56302  -1.23572  -5.48531
H  1.19010  -0.63213  -7.00934
C  0.42805  1.17284  4.74371
N  1.17315  2.10666  5.53458
O  0.63227  3.05106  5.98434
O  2.37622  1.90095  5.48319
H  0.47249  0.16924  5.16668
H  0.78911  1.31577  3.72523
H  -0.61279  1.49462  4.77844
C  -3.44908  2.03924  0.62568
N  -3.34837  3.58966  0.72673
O  -2.57052  4.00114  1.52840
O  -4.16145  4.31907  0.15927
H  -2.46775  1.60214  0.81016
H  -3.72526  1.80775  -0.40303
H  -4.10362  1.63738  1.39910
C  -2.80835  -1.62704  2.87528
C  -3.07557  -1.95952  1.41244
O  -4.37709  -2.46411  1.37687
S  -4.90797  -3.02396  2.89518
O  -4.36127  -4.35763  3.20915
O  -6.30668  -2.78989  3.20435
O  -3.94799  -1.91033  3.65098
H  -2.63041  -0.55691  2.98141
H  -1.92638  -2.06960  3.33828
H  -2.41528  -2.62307  0.85404
H  -2.97089  -1.04892  0.82256
C  0.98512  -3.39738  2.09710
O  -0.09946  -2.88255  1.87964
N  1.59989  -3.10432  3.17062
C  0.89925  -2.39406  4.21351
C  3.02690  -3.26014  3.35083
H  1.58746  -4.05445  1.45085
H  0.11001  -1.73856  3.84540
H  1.61761  -1.70457  4.65698
H  0.57905  -3.05663  5.01761
H  3.52255  -2.39787  3.79685
H  3.13559  -4.05487  4.08887
H  3.42540  -3.55529  2.38017
C  -0.21914  -4.15733  -1.13572
O  -1.45485  -4.07784  -1.01928
N  0.40833  -3.67016  -2.24029
C  1.83091  -3.67656  -2.40445
C  -0.26418  -2.83471  -3.23200
H  0.46770  -4.57361  -0.38262
H  2.17955  -4.69600  -2.23924
H  2.25323  -2.97864  -1.68150
H  2.17934  -3.48794  -3.41989
H  -0.06158  -1.79971  -2.95663
H  0.17365  -3.09539  -4.19556
H  -1.34374  -2.96142  -3.31332
C  0.35586  0.06305  0.88264
O  -0.54583  0.60641  1.48409
N  0.94080  0.56654  -0.22520
C  2.08903  -0.21616  -0.80312
C  0.50609  1.76675  -0.87270
H  0.85396  -0.86262  1.21010
H  2.94299  0.37491  -1.13400
H  1.64480  -0.59032  -1.72549
H  2.38568  -1.04441  -0.15962
H  -0.48634  1.99564  -0.48437
H  1.30008  2.48301  -0.66139
H  0.49553  1.76061  -1.96263

Atomic partial charges in e from the Mulliken method, atoms 1 to 4: -0.81 0.83 -0.48 -0.52

F_max, respectively: 4.31, 3.33, 2.72, 4.75 eV/A.